[1]
The following is a quantum chemistry calculation of one molecule with the formula C4H5NO2, from the Open Molecules 2025 dataset.

```
12
Properties=species:S:1:pos:R:3
O -0.992 1.264 2.043
C -0.832 0.683 1.000
C 0.565 0.500 0.422
C 0.914 -0.951 0.327
N 0.822 -0.167 -0.879
C -0.402 -0.041 -1.564
O -1.400 -0.695 -1.413
H -1.645 0.176 0.441
H 1.281 1.275 0.658
H 0.125 -1.670 0.543
H 1.922 -1.246 0.604
H -0.358 0.871 -2.181
```

DFT total energy, eV: -9811.894
E_LUMO, eV: 0.81
SMILES: O=C[C@H]1CN1C=O
ΔE to the lowest compared entry with this formula, charge and spin, kJ/mol: 233.5
Frontier orbital gap, eV: 10.823
2S+1: 1


[2]
The following is a quantum chemistry calculation of C31H36Cl2MnN5O2S2 as an isolated structure, from the Open Molecules 2025 dataset.

```
79
Properties=species:S:1:pos:R:3
Mn -0.014 0.907 1.271
C -6.810 -0.387 -2.875
C -5.761 0.377 -2.106
C -4.825 -0.288 -1.325
C -3.827 0.406 -0.653
C -3.770 1.786 -0.753
C -4.704 2.472 -1.521
C -5.688 1.766 -2.193
S -2.487 2.728 0.042
O -3.145 3.860 0.646
O -1.521 3.010 -0.979
N -1.889 1.724 1.140
C -2.689 1.446 2.307
C -4.017 1.828 2.507
C -4.666 1.520 3.699
C -4.017 0.830 4.703
C -2.696 0.396 4.523
C -1.975 -0.346 5.515
C -0.657 -0.745 5.234
C -0.085 -0.443 4.032
N -0.743 0.258 3.038
C -2.045 0.697 3.303
H -7.015 -1.353 -2.412
H -6.478 -0.574 -3.900
H -7.745 0.173 -2.931
H -4.877 -1.368 -1.235
H -3.094 -0.113 -0.050
H -4.651 3.552 -1.577
H -6.416 2.300 -2.795
H -4.543 2.398 1.756
H -5.692 1.844 3.837
H -4.517 0.617 5.643
H -2.453 -0.592 6.455
H -0.082 -1.315 5.954
H 0.918 -0.774 3.805
C 7.554 -1.406 -0.436
C 6.079 -1.178 -0.122
C 5.482 -0.031 -0.932
C 4.073 0.347 -0.497
N 3.107 -0.649 -0.985
C 2.011 -1.051 -0.324
S 1.863 -0.926 1.362
N 1.047 -1.591 -1.069
C 0.032 -2.515 -0.565
C 0.581 -3.893 -0.206
C 1.445 -4.527 -1.295
C 0.706 -4.739 -2.616
H 7.973 -2.221 0.158
H 8.137 -0.506 -0.226
H 7.696 -1.653 -1.491
H 5.957 -0.956 0.942
H 5.516 -2.095 -0.321
H 5.476 -0.298 -1.997
H 6.113 0.858 -0.835
H 3.806 1.333 -0.867
H 3.995 0.365 0.588
H 2.996 -0.631 -1.992
H 1.250 -1.663 -2.055
H -0.736 -2.583 -1.336
H -0.420 -2.063 0.314
H -0.271 -4.545 0.015
H 1.167 -3.794 0.709
H 1.809 -5.490 -0.929
H 2.332 -3.907 -1.461
H -0.194 -5.341 -2.465
H 1.335 -5.255 -3.343
H 0.394 -3.793 -3.068
Cl 1.085 1.210 -3.356
C 1.704 2.350 -2.180
C 2.567 3.344 -2.586
C 3.121 4.240 -1.673
C 2.782 4.114 -0.326
C 1.920 3.116 0.050
Cl 1.509 2.868 1.750
C 1.318 2.160 -0.821
N 0.549 1.180 -0.395
H 2.820 3.415 -3.638
H 3.794 5.019 -2.003
H 3.196 4.782 0.419
```

DFT total energy, eV: -122314.787
E_LUMO (alpha / beta), eV: 2.27 / 2.27
Total charge: -1
Frontier orbital gap (alpha / beta), eV: 4.278 / 6.590
2S+1: 6


[3]
The following is a quantum chemistry calculation of a 3-piece molecular cluster, C35H65N4O3 overall at a distorted geometry, from the Open Molecules 2025 dataset.

```
107
Properties=species:S:1:pos:R:3
C -1.600 2.875 -0.854
C -1.849 2.067 -2.298
C -0.433 2.311 -3.153
C -2.108 0.504 -1.892
C -2.704 -0.448 -3.082
C -1.643 -1.549 -3.688
C -0.106 -0.997 -3.860
C 0.719 -2.182 -4.688
C 0.553 -1.841 -6.306
N 1.748 -1.005 -6.708
C 2.757 -1.344 -7.823
C 3.963 -0.211 -7.934
C 3.620 0.939 -6.813
C 2.251 0.332 -6.140
C -3.400 0.472 -4.246
C -4.016 1.832 -3.573
C -5.284 1.539 -2.522
C -4.718 2.679 -4.834
N -3.004 2.772 -2.966
O -2.565 3.700 -3.842
H -1.423 4.011 -1.139
H -2.573 2.860 -0.177
H -0.671 2.463 -0.265
H -0.554 2.101 -4.303
H 0.372 1.587 -2.654
H -0.072 3.402 -2.910
H -1.095 0.090 -1.436
H -2.889 0.493 -0.995
H -3.586 -1.085 -2.592
H -2.026 -1.814 -4.786
H -1.667 -2.592 -3.107
H -0.117 -0.064 -4.578
H 0.407 -0.771 -2.828
H 0.182 -3.197 -4.416
H 1.833 -2.229 -4.333
H 0.645 -2.889 -6.855
H -0.487 -1.324 -6.457
H 2.631 -2.320 -8.493
H 4.893 -0.180 -8.645
H 4.202 1.925 -6.551
H 1.748 0.928 -5.247
H -2.725 0.661 -5.189
H -4.335 -0.154 -4.645
H -6.279 1.320 -3.106
H -5.382 2.548 -1.893
H -4.993 0.654 -1.780
H -5.085 3.745 -4.520
H -5.672 2.048 -5.143
H -4.004 2.681 -5.785
C 3.205 3.288 2.128
C 2.379 1.966 2.048
C 2.796 1.001 3.194
C 4.146 0.330 2.969
C 4.191 -0.349 1.606
C 3.828 0.610 0.442
N 2.549 1.359 0.686
O 1.484 0.465 0.480
C 4.998 1.604 0.219
C 3.793 -0.216 -0.886
C 0.909 2.421 2.341
H 2.619 4.122 2.534
H 4.088 3.190 2.767
H 3.533 3.632 1.142
H 2.041 0.212 3.308
H 2.815 1.540 4.151
H 4.959 1.060 3.059
H 4.316 -0.416 3.753
H 5.194 -0.772 1.449
H 3.503 -1.205 1.618
H 4.748 2.342 -0.549
H 5.901 1.079 -0.121
H 5.293 2.138 1.124
H 3.092 -1.058 -0.842
H 4.777 -0.652 -1.108
H 3.517 0.416 -1.738
H 0.540 3.095 1.560
H 0.850 2.958 3.296
H 0.215 1.579 2.424
C -1.791 -2.572 3.405
C -0.630 -2.239 4.392
C -0.206 -3.516 5.173
C -1.194 -3.926 6.259
C -1.485 -2.758 7.192
C -1.960 -1.488 6.437
N -1.055 -1.119 5.297
O 0.107 -0.545 5.841
C -3.407 -1.713 5.924
C -2.117 -0.327 7.474
C 0.565 -1.855 3.455
H -1.448 -2.636 2.364
H -2.272 -3.528 3.632
H -2.562 -1.795 3.396
H 0.771 -3.353 5.647
H -0.066 -4.353 4.476
H -2.122 -4.302 5.814
H -0.773 -4.756 6.837
H -2.244 -3.067 7.926
H -0.579 -2.536 7.771
H -3.750 -0.863 5.325
H -4.109 -1.821 6.762
H -3.520 -2.620 5.327
H -1.194 -0.128 8.030
H -2.879 -0.570 8.229
H -2.431 0.602 6.984
H 0.342 -0.948 2.882
H 0.771 -2.658 2.736
H 1.498 -1.694 4.005
```

DFT total energy, eV: -49434.632
E_LUMO (alpha / beta), eV: 0.53 / -0.41
Frontier orbital gap (alpha / beta), eV: 8.065 / 7.126
2S+1: 4


[4]
The following is a quantum chemistry calculation of a 16-piece molecular cluster, C3H40NO16S overall at a distorted geometry, from the Open Molecules 2025 dataset.

```
61
Properties=species:S:1:pos:R:3
C -0.379 0.950 -0.696
O -0.666 1.665 -1.880
C 1.154 0.832 -0.607
C 1.648 -0.126 0.434
S 3.402 -0.176 0.874
N 1.517 0.317 -1.999
H -0.663 1.501 0.197
H -0.799 -0.043 -0.885
H -1.397 2.288 -1.690
H 1.505 1.858 -0.542
H 1.138 0.216 1.330
H 1.191 -1.114 0.348
H 3.860 -1.200 0.132
H 2.423 -0.154 -2.033
H 0.790 -0.314 -2.385
H 1.591 1.124 -2.611
H -2.785 2.543 0.157
H -2.886 3.893 -0.855
O -2.790 2.957 -0.705
H 1.622 -2.123 2.560
H 1.157 -2.012 4.054
O 1.161 -1.571 3.198
H -2.836 -3.541 -1.303
H -3.772 -3.726 -0.090
O -2.978 -4.085 -0.497
H -3.049 -1.746 -2.243
H -2.957 -2.778 -3.365
O -2.458 -2.425 -2.615
H 2.725 -3.141 -1.445
H 3.719 -2.342 -2.333
O 3.198 -2.303 -1.525
H 0.982 1.211 4.213
H 1.415 0.466 3.042
O 1.136 1.375 3.277
H -0.532 1.088 2.770
H -1.780 1.941 2.666
O -1.380 1.151 2.272
H 0.886 -2.505 -2.767
H 0.639 -1.887 -4.239
O 1.066 -1.767 -3.389
H -2.397 4.608 2.315
H -1.043 3.802 2.086
O -1.974 3.879 1.847
H -0.899 -2.319 1.180
H -1.627 -3.637 0.810
O -0.775 -3.171 0.745
H 0.118 -3.545 -0.614
H -0.223 -3.914 -2.004
O 0.530 -3.548 -1.523
H 1.313 4.323 1.874
H 1.031 2.865 1.859
O 0.607 3.705 1.654
H 3.385 4.125 -0.319
H 1.841 3.935 -0.342
O 2.669 3.536 -0.061
H -3.813 0.717 -1.458
H -3.130 -0.428 -0.492
O -3.274 -0.072 -1.397
H -3.590 -1.046 1.774
H -2.441 0.011 1.652
O -2.924 -0.701 1.174
```

DFT total energy, eV: -48841.795
E_LUMO, eV: -2.20
Total charge: +1
ΔE to the lowest compared entry with this formula, charge and spin, kJ/mol: 0.0
Frontier orbital gap, eV: 9.678
2S+1: 1


[5]
The following is a quantum chemistry calculation of one molecule with the formula CH2O4 at a distorted geometry, from the Open Molecules 2025 dataset.

```
7
Properties=species:S:1:pos:R:3
O 1.229 -0.705 -0.125
C 0.007 -0.176 0.204
O -0.016 1.065 -0.338
O -0.676 -0.359 1.308
O -1.109 -0.965 0.135
H 1.462 -0.277 -0.900
H -0.896 1.416 -0.284
```

DFT total energy, eV: -9255.715
E_LUMO, eV: 0.58
SMILES: OC1(O)OO1
ΔE to the lowest compared entry with this formula, charge and spin, kJ/mol: 137.2
Frontier orbital gap, eV: 11.173
2S+1: 1


[6]
The following is a quantum chemistry calculation of C9H12N as an isolated structure at a distorted geometry, from the Open Molecules 2025 dataset.

```
22
Properties=species:S:1:pos:R:3
C -1.737 1.698 -0.256
C -1.173 0.303 -0.169
C -1.219 2.751 0.339
C 1.505 0.452 -0.668
C -0.288 -1.677 0.019
C -2.872 -1.567 0.390
C 2.857 0.169 -0.193
C -1.712 -1.032 0.078
C 0.108 -0.173 -0.317
N 3.150 -0.930 0.472
H -2.810 1.564 -0.519
H -0.196 2.802 0.706
H -1.642 3.707 0.073
H 1.097 1.501 -0.752
H 1.690 0.031 -1.752
H -0.092 -1.960 0.989
H 0.034 -2.451 -0.833
H -3.683 -0.906 0.477
H -2.965 -2.617 0.600
H 3.480 1.068 -0.156
H 4.072 -1.168 0.889
H 2.396 -1.566 0.583
```

DFT total energy, eV: -11006.388
E_LUMO, eV: -5.14
Total charge: +1
ΔE to the lowest compared entry with this formula, charge and spin, kJ/mol: 335.2
Frontier orbital gap, eV: 6.850
2S+1: 1


[7]
The following is a quantum chemistry calculation of C38H56N5O3Ru as an isolated structure at a distorted geometry, from the Open Molecules 2025 dataset.

```
103
Properties=species:S:1:pos:R:3
Ru 1.992 1.159 1.477
C 4.905 2.779 1.646
N 4.503 1.425 1.287
C 5.108 0.442 2.198
C 4.766 1.106 -0.116
C 3.697 1.656 -1.037
N 2.328 1.175 -0.785
C 2.121 -0.187 -1.376
C 1.190 -1.124 -0.675
C 0.222 -1.714 -1.432
C -0.452 -2.876 -0.976
C -0.012 -3.386 0.236
C 0.893 -2.754 1.108
C 1.452 -1.526 0.649
O 2.264 -0.813 1.426
C 1.270 -3.421 2.431
C 0.620 -2.714 3.616
C 0.865 -4.936 2.432
C 2.794 -3.430 2.661
C -1.465 -3.476 -1.981
C -0.601 -3.936 -3.153
C -2.097 -4.737 -1.399
C -2.578 -2.480 -2.363
C 1.336 2.149 -1.408
C -0.115 1.777 -1.284
C -0.936 1.846 -2.404
C -2.277 1.606 -2.339
C -2.795 1.148 -1.129
C -2.004 1.048 -0.014
C -0.654 1.398 -0.067
O 0.076 1.261 1.029
C -2.636 0.517 1.325
C -4.146 0.205 1.103
C -1.967 -0.850 1.598
C -2.485 1.519 2.479
C -3.317 1.850 -3.449
C -4.321 2.865 -2.906
C -2.644 2.435 -4.705
C -4.022 0.525 -3.775
H 6.007 2.876 1.673
H 4.522 3.043 2.626
H 4.574 3.526 0.930
H 6.173 0.274 1.957
H 4.550 -0.508 2.174
H 5.098 0.843 3.202
H 4.852 0.050 -0.188
H 5.761 1.486 -0.371
H 4.006 1.450 -2.060
H 3.672 2.769 -0.942
H 3.114 -0.678 -1.479
H 1.747 -0.066 -2.390
H 0.045 -1.313 -2.411
H -0.382 -4.355 0.507
H -0.450 -2.529 3.438
H 1.140 -1.789 3.755
H 0.710 -3.305 4.529
H -0.224 -5.043 2.465
H 1.284 -5.392 3.303
H 1.235 -5.428 1.552
H 3.194 -2.391 2.749
H 3.410 -3.831 1.823
H 3.080 -4.013 3.537
H 0.227 -4.524 -2.737
H -0.168 -3.103 -3.695
H -1.144 -4.565 -3.886
H -1.330 -5.430 -1.038
H -2.723 -5.223 -2.157
H -2.721 -4.404 -0.551
H -2.239 -1.510 -2.700
H -3.239 -2.306 -1.484
H -3.147 -2.951 -3.152
H 1.559 2.178 -2.504
H 1.556 3.133 -0.964
H -0.513 2.079 -3.373
H -3.839 0.865 -1.053
H -4.270 -0.554 0.340
H -4.706 1.100 0.910
H -4.540 -0.173 2.045
H -2.251 -1.506 0.752
H -2.369 -1.310 2.530
H -0.900 -0.809 1.727
H -3.016 2.420 2.278
H -1.448 1.805 2.536
H -2.867 1.056 3.418
H -3.847 3.789 -2.660
H -4.701 2.495 -1.956
H -5.169 2.979 -3.580
H -2.229 3.445 -4.509
H -3.457 2.530 -5.449
H -1.848 1.797 -5.104
H -4.376 0.035 -2.882
H -3.337 -0.129 -4.288
H -4.870 0.699 -4.411
N 0.569 3.637 4.291
C 1.284 3.576 3.144
O 2.023 2.553 2.983
C 1.261 4.606 2.198
C 2.059 4.595 1.043
N 2.605 4.595 0.023
C 0.359 5.669 2.381
N -0.387 6.544 2.437
H -0.104 4.369 4.229
H 0.257 2.740 4.558
```

DFT total energy, eV: -56487.048
E_LUMO (alpha / beta), eV: 0.34 / -3.20
ΔE to the lowest compared entry with this formula, charge and spin, kJ/mol: 24.7
Frontier orbital gap (alpha / beta), eV: 6.735 / 3.935
2S+1: 6


[8]
The following is a quantum chemistry calculation of C21H24N2OP2SeZr as an isolated structure at a distorted geometry, from the Open Molecules 2025 dataset.

```
52
Properties=species:S:1:pos:R:3
C -1.526 3.392 -3.637
C -1.307 2.055 -3.288
C 0.005 1.500 -3.358
C 1.030 2.256 -4.014
C 0.771 3.620 -4.316
C -0.475 4.185 -4.109
C 2.269 1.643 -4.197
C 2.432 0.273 -3.969
C 1.350 -0.439 -3.349
C 1.444 -1.854 -3.232
C 2.660 -2.483 -3.484
C 3.763 -1.749 -3.918
C 3.648 -0.407 -4.199
H -2.525 3.841 -3.558
H 1.571 4.231 -4.723
H -0.638 5.251 -4.288
H 3.081 2.233 -4.613
H 2.759 -3.562 -3.321
H 4.722 -2.250 -4.021
H 4.509 0.148 -4.574
N 0.332 0.292 -2.770
Zr 0.203 0.134 -0.337
C -2.455 1.243 -2.745
H -2.544 0.238 -3.190
H -3.386 1.809 -2.849
C 0.288 -2.658 -2.709
H -0.670 -2.382 -3.163
H 0.454 -3.727 -2.883
P -2.184 1.053 -0.932
P 0.164 -2.395 -0.873
C 1.419 -3.583 -0.308
H 1.378 -3.637 0.785
H 1.236 -4.584 -0.721
H 2.429 -3.260 -0.573
C -1.382 -3.321 -0.585
H -1.273 -4.371 -0.897
H -1.621 -3.265 0.484
H -2.201 -2.851 -1.144
C -2.488 2.755 -0.365
H -3.471 3.083 -0.707
H -2.430 2.781 0.726
H -1.718 3.441 -0.722
C -3.731 0.245 -0.501
H -3.768 0.132 0.583
H -4.552 0.860 -0.874
H -3.744 -0.753 -0.944
C 2.269 -0.403 -0.338
O 3.414 -0.631 -0.238
H 1.309 1.518 -0.549
Se -0.579 0.077 4.702
C -0.226 0.127 2.993
N -0.014 0.148 1.817
```

DFT total energy, eV: -112384.299
E_LUMO, eV: -8.05
Total charge: +2
ΔE to the lowest compared entry with this formula, charge and spin, kJ/mol: 0.0
Frontier orbital gap, eV: 6.015
2S+1: 1


Which of these has the highest DFT total energy? CH2O4


What is the DFT total energy in the third record? -49434.632 eV